[1]
An isolated ion of composition C3H5N2 and charge +1 at a distorted geometry. Source: the Open Molecules 2025 dataset; level of theory: ωB97M-V/def2-TZVPD.

Structure (ORCA input):
```
! wB97M-V def2-TZVPD RIJCOSX def2/J DEFGRID3
* xyz 1 1
N -1.94654 -0.27775 0.04395
N 0.38040 -0.83229 0.01275
C 0.27707 0.66509 -0.03620
C -0.69373 -1.52745 0.05004
C -1.22969 0.76506 -0.05589
H 0.91873 1.25586 -0.69562
H 0.69354 0.84215 0.92271
H -1.03861 -2.48416 -0.16634
H 1.32304 -1.03182 -0.25173
H -1.66969 1.77281 0.18066
*
```

Calculated values
SMILES = C1=NC=[NH+]C1
LUMO = -0.2112 Eh
Gap between HOMO and LUMO = 10.41 eV

Here are the natural (NBO) charges for atoms 1 to 4, given in e: -0.289 -0.429 -0.310 0.389

=====

[2]
A 2-piece molecular cluster, C3H9N2Se overall at a distorted geometry. Source: the Open Molecules 2025 dataset; level of theory: ωB97M-V/def2-TZVPD.

Structure (ORCA input):
```
! wB97M-V def2-TZVPD RIJCOSX def2/J DEFGRID3
* xyz 1 1
Se 0.69451 0.67468 -0.22812
N 3.23378 -0.48845 -0.09048
N -1.53961 -0.67262 0.51055
C -2.16474 0.24206 -0.41671
C -1.27001 1.42769 -0.41751
C -0.24761 -0.71650 0.59503
H -3.20270 0.28858 -0.25391
H 3.56176 -1.10880 0.60384
H 3.68499 0.33703 0.19026
H -1.45576 1.99406 -1.23467
H 3.70418 -0.80968 -0.94674
H -2.14091 -0.41383 -1.37626
H -1.86470 -1.33922 1.12998
H 0.24405 -1.33440 1.34077
H -1.23723 1.91940 0.59396
*
```

Calculated values
LUMO = -0.1599 Eh
Gap between HOMO and LUMO = 9.10 eV

Here are the natural (NBO) charges for atoms 1 to 4, given in e: 0.532 -1.069 -0.460 -0.258

=====

The records above give, respectively, energy relative to the best compared isomer or geometry (same formula, charge and spin) values of 3.690; 0.977 eV.